Record 1
C74H193N15O22 | wB97M-V/def2-TZVPD

The geometry in ORCA input format:
```
! RIJCOSX wB97M-V def2-TZVPD def2/J DEFGRID3
* xyz 0 1
C -0.532 -6.613 -1.232
C -1.604 -6.186 -2.216
C -2.519 -5.036 -1.735
O -3.470 -4.629 -2.629
C -4.531 -3.899 -2.098
N -0.973 -6.010 -3.510
H -0.270 -7.634 -1.547
H -0.899 -6.671 -0.190
H 0.256 -5.869 -1.162
H -2.166 -7.173 -2.264
H -1.911 -4.093 -1.492
H -2.937 -5.359 -0.774
H -4.889 -4.384 -1.140
H -5.449 -3.957 -2.684
H -4.318 -2.849 -1.939
H -0.060 -5.619 -3.348
H -1.526 -5.352 -4.005
C -0.755 -4.651 6.869
C -1.427 -3.388 7.482
C -0.888 -2.201 6.742
O -1.282 -1.009 7.316
C -0.408 0.015 7.042
N -2.929 -3.449 7.315
H -1.066 -4.782 5.821
H -1.050 -5.468 7.558
H 0.378 -4.672 6.934
H -1.236 -3.380 8.519
H -1.274 -2.305 5.725
H 0.244 -2.346 6.694
H 0.582 -0.190 7.475
H -0.734 0.984 7.411
H -0.323 0.191 6.016
H -3.325 -2.708 7.856
H -3.216 -4.300 7.697
C 1.573 4.834 -4.831
C 2.322 4.965 -3.516
C 1.513 5.597 -2.358
O 1.061 6.863 -2.466
C 0.438 7.256 -1.260
N 2.773 3.626 -3.043
H 0.889 3.980 -4.808
H 2.319 4.633 -5.634
H 0.954 5.727 -5.000
H 3.221 5.658 -3.638
H 2.082 5.408 -1.401
H 0.638 4.913 -2.215
H 0.184 8.286 -1.324
H 1.190 7.095 -0.430
H -0.378 6.635 -1.053
H 2.117 2.908 -3.303
H 3.691 3.307 -3.239
C 7.580 0.030 -0.759
C 7.891 1.390 -1.330
C 6.941 2.312 -0.646
O 7.086 3.632 -1.185
C 5.948 4.475 -0.914
N 9.208 1.834 -0.939
H 8.280 -0.688 -1.144
H 6.529 -0.231 -1.008
H 7.492 0.060 0.314
H 7.800 1.423 -2.453
H 7.142 2.305 0.433
H 5.855 2.110 -0.814
H 5.799 4.590 0.181
H 4.978 3.919 -1.370
H 6.058 5.423 -1.434
H 9.879 1.034 -0.982
H 9.564 2.612 -1.437
C 5.553 -3.842 1.746
C 5.075 -2.624 0.996
C 4.162 -3.092 -0.126
O 2.987 -3.481 0.622
C 1.978 -3.894 -0.283
N 4.405 -1.644 1.853
H 6.245 -4.441 1.101
H 4.718 -4.543 2.081
H 6.150 -3.544 2.635
H 5.945 -2.137 0.602
H 4.546 -3.935 -0.702
H 4.012 -2.292 -0.860
H 1.842 -3.134 -1.120
H 1.030 -3.972 0.202
H 2.196 -4.871 -0.770
H 3.427 -1.670 1.638
H 4.690 -0.652 1.702
C -1.615 11.292 0.494
C -2.090 10.324 -0.529
C -2.839 9.067 0.035
O -1.948 8.349 0.908
C -2.491 7.101 1.325
N -2.931 11.063 -1.450
H -1.128 12.167 0.018
H -0.869 10.727 1.145
H -2.422 11.569 1.233
H -1.232 9.941 -1.119
H -3.036 8.419 -0.755
H -3.818 9.289 0.536
H -3.377 7.226 1.950
H -1.744 6.503 1.909
H -2.824 6.482 0.444
H -3.540 10.462 -2.012
H -3.581 11.539 -0.846
C -6.349 0.211 4.690
C -5.232 -0.483 5.458
C -4.962 0.352 6.646
O -4.517 1.668 6.245
C -3.638 2.373 7.223
N -5.783 -1.782 5.914
H -6.570 -0.424 3.843
H -6.144 1.196 4.257
H -7.239 0.266 5.302
H -4.287 -0.645 4.888
H -4.214 -0.053 7.362
H -5.864 0.461 7.213
H -2.754 1.789 7.443
H -4.130 2.580 8.145
H -3.517 3.270 6.686
H -5.088 -2.420 6.258
H -6.167 -2.240 5.079
C 2.472 0.273 -5.646
C 1.945 -0.177 -4.239
C 2.924 0.005 -3.049
O 4.266 -0.598 -3.266
C 4.314 -1.927 -3.776
N 0.771 0.547 -3.853
H 2.913 1.315 -5.693
H 1.650 0.142 -6.396
H 3.336 -0.359 -5.967
H 1.769 -1.295 -4.348
H 2.472 -0.491 -2.197
H 3.108 1.014 -2.809
H 5.357 -2.192 -3.750
H 4.089 -2.039 -4.810
H 3.723 -2.616 -3.188
H 0.075 0.302 -4.519
H 0.503 0.174 -2.998
C 3.565 8.812 1.205
O 4.087 8.041 2.297
C 3.889 6.683 2.056
C 4.548 5.875 3.132
N 4.380 4.439 2.865
C 5.413 3.684 3.594
C 5.030 2.209 3.709
O 3.809 2.136 4.390
C 3.287 0.824 4.710
H 3.752 9.840 1.517
H 2.500 8.636 1.026
H 4.104 8.544 0.295
H 4.212 6.362 0.991
H 2.788 6.331 2.015
H 4.302 6.238 4.147
H 5.640 5.999 3.000
H 3.459 4.020 3.103
H 5.535 4.120 4.603
H 6.333 3.906 3.100
H 5.792 1.728 4.277
H 5.100 1.647 2.777
H 2.472 0.911 5.501
H 4.137 0.287 5.043
H 2.886 0.393 3.795
C -3.605 -5.004 4.146
O -2.848 -4.470 3.030
C -2.678 -5.408 1.996
C -1.632 -6.456 2.292
N -0.344 -5.725 2.237
C 0.728 -6.513 2.892
C 1.950 -5.679 2.998
O 1.752 -4.572 3.817
C 2.786 -3.631 3.792
H -4.558 -5.305 3.812
H -3.690 -4.238 4.938
H -3.007 -5.783 4.755
H -2.265 -4.821 1.121
H -3.662 -5.873 1.690
H -1.646 -7.329 1.633
H -1.788 -6.908 3.305
H -0.372 -4.922 2.930
H 1.003 -7.335 2.155
H 0.421 -6.904 3.887
H 2.223 -5.299 2.010
H 2.795 -6.213 3.458
H 3.719 -4.068 4.136
H 2.435 -2.959 4.555
H 2.811 -3.221 2.823
C -2.660 -11.483 -4.771
O -1.438 -11.004 -4.132
C -0.786 -9.985 -4.864
C 0.403 -9.540 -3.989
N 1.134 -8.487 -4.590
C 2.231 -8.132 -3.738
C 2.877 -6.950 -4.341
O 2.108 -5.753 -4.216
C 2.763 -4.713 -4.911
H -2.384 -12.240 -5.545
H -3.255 -10.654 -5.233
H -3.225 -12.013 -4.049
H -1.444 -9.137 -5.090
H -0.441 -10.432 -5.771
H 1.099 -10.359 -3.861
H -0.050 -9.241 -3.046
H 0.578 -7.649 -4.644
H 2.942 -9.007 -3.747
H 2.017 -7.947 -2.654
H 3.118 -7.089 -5.404
H 3.874 -6.766 -3.935
H 2.098 -3.775 -4.945
H 3.124 -5.043 -5.904
H 3.708 -4.575 -4.431
C -1.629 -2.401 -4.287
O -2.079 -1.124 -4.745
C -2.302 -1.151 -6.170
C -2.710 0.197 -6.631
N -1.468 1.020 -6.794
C -1.620 2.482 -6.815
C -2.303 3.088 -8.011
O -1.827 2.452 -9.191
C -1.890 3.036 -10.443
H -2.099 -3.136 -4.887
H -1.800 -2.486 -3.205
H -0.506 -2.509 -4.422
H -3.115 -1.798 -6.361
H -1.469 -1.491 -6.775
H -3.435 0.593 -5.906
H -3.222 0.085 -7.611
H -1.094 0.838 -7.752
H -0.573 2.819 -6.787
H -2.044 2.759 -5.883
H -1.999 4.179 -8.056
H -3.427 3.107 -7.920
H -1.331 2.420 -11.106
H -1.310 4.012 -10.449
H -2.895 3.214 -10.890
C 2.041 4.030 6.143
O 0.953 3.228 5.808
C 0.494 3.579 4.540
C -0.767 2.841 4.208
N -1.174 3.255 2.881
C -2.479 2.765 2.515
C -2.809 3.109 1.066
O -1.939 2.409 0.116
C -1.049 3.268 -0.574
H 2.285 3.686 7.106
H 1.684 5.064 6.241
H 2.856 4.007 5.375
H 1.188 3.368 3.774
H 0.182 4.597 4.559
H -1.600 3.078 4.905
H -0.658 1.731 4.427
H -0.596 2.841 2.149
H -3.237 3.084 3.239
H -2.610 1.691 2.556
H -2.670 4.204 0.951
H -3.820 2.910 0.890
H -0.593 2.563 -1.220
H -0.326 3.664 0.122
H -1.530 4.083 -1.122
C -1.880 -0.998 3.186
O -2.169 -0.837 1.784
C -1.558 -1.865 0.947
C -1.011 -1.247 -0.308
N -0.267 0.015 -0.247
C 1.007 -0.120 0.451
C 1.825 1.127 0.254
O 1.324 2.217 1.000
C 2.127 3.351 0.814
H -0.875 -0.573 3.368
H -1.894 -2.055 3.451
H -2.517 -0.415 3.904
H -2.291 -2.713 0.859
H -0.765 -2.239 1.668
H -1.888 -1.123 -0.950
H -0.538 -2.010 -0.897
H -0.874 0.718 0.137
H 1.439 -1.045 0.013
H 0.877 -0.275 1.533
H 1.656 1.354 -0.807
H 2.924 0.987 0.380
H 2.184 3.638 -0.261
H 3.143 3.277 1.186
H 1.513 4.165 1.184
C -5.869 4.018 -3.799
O -5.733 2.680 -3.357
C -4.446 2.432 -2.790
C -4.597 1.122 -2.028
N -5.707 1.272 -1.010
C -6.368 0.037 -0.616
C -5.391 -0.855 0.101
O -5.993 -1.806 0.844
C -5.074 -2.603 1.625
H -5.220 4.231 -4.594
H -5.837 4.730 -2.997
H -6.869 4.073 -4.304
H -4.261 3.102 -1.948
H -3.703 2.396 -3.577
H -3.675 0.796 -1.527
H -4.818 0.331 -2.742
H -6.414 1.845 -1.443
H -6.752 -0.461 -1.515
H -7.241 0.232 0.060
H -4.698 -0.275 0.720
H -4.753 -1.368 -0.671
H -4.324 -3.051 0.950
H -5.705 -3.367 2.084
H -4.479 -2.033 2.331
*
```

Its relative energy (zero: lowest compared OMol25 entry of this formula, charge and spin) is 5.207 eV. The value obtained for the LUMO energy is 0.49 eV. As for the orbital gap: 9.078 eV.

Record 2
C35H23Cl3N7O3STi | wB97M-V/def2-TZVPD

The geometry in ORCA input format:
```
! RIJCOSX wB97M-V def2-TZVPD def2/J DEFGRID3
* xyz 0 2
Ti -7.258 -13.065 -8.612
O -5.620 -16.713 -2.915
C -6.055 -15.538 -2.996
O -6.233 -14.672 -2.142
C -6.514 -15.086 -4.351
C -7.271 -13.943 -4.480
C -7.698 -13.566 -5.733
N -7.322 -14.214 -6.797
C -6.619 -15.373 -6.716
C -6.183 -15.828 -5.478
C -6.189 -15.899 -8.035
C -5.598 -17.162 -8.104
C -5.376 -17.645 -9.355
C -5.707 -16.919 -10.522
C -6.204 -15.687 -10.330
N -6.461 -15.141 -9.122
C -8.618 -12.413 -5.970
C -9.284 -11.748 -4.945
C -10.259 -10.792 -5.292
C -10.591 -10.647 -6.619
C -9.839 -11.364 -7.574
N -8.919 -12.286 -7.224
H -7.508 -13.338 -3.520
H -5.573 -16.698 -5.425
H -5.408 -17.746 -7.175
H -4.999 -18.714 -9.449
H -5.498 -17.286 -11.515
H -6.486 -15.123 -11.201
H -9.167 -12.026 -3.939
H -10.833 -10.177 -4.483
H -11.471 -10.210 -7.007
H -10.154 -11.320 -8.584
O -5.290 -12.889 -8.555
N -4.626 -11.752 -8.882
C -3.306 -11.976 -9.031
C -2.491 -10.925 -9.347
C -3.069 -9.679 -9.540
C -4.405 -9.454 -9.389
C -5.220 -10.520 -9.031
S -6.878 -10.478 -8.584
H -3.006 -13.019 -8.961
H -1.380 -11.053 -9.435
H -2.449 -8.769 -9.615
H -5.003 -8.571 -9.562
C -12.569 -15.939 -7.795
C -12.814 -15.314 -9.015
C -11.836 -14.577 -9.630
C -10.550 -14.510 -9.117
C -10.318 -15.047 -7.821
C -11.315 -15.810 -7.166
N -9.462 -13.871 -9.701
N -9.593 -13.633 -10.923
C -8.588 -12.941 -11.533
C -8.772 -12.422 -12.820
C -7.706 -11.819 -13.556
C -6.511 -11.687 -12.903
C -6.402 -12.107 -11.562
C -7.409 -12.704 -10.810
H -13.237 -16.662 -7.311
H -13.788 -15.458 -9.530
H -12.008 -13.911 -10.558
H -9.391 -14.845 -7.243
H -11.073 -16.163 -6.198
H -9.671 -12.740 -13.402
H -7.725 -11.533 -14.614
H -5.635 -11.366 -13.407
H -5.517 -12.017 -11.059
Cl -2.545 -15.515 -2.989
C -2.273 -15.236 -4.760
Cl -0.579 -14.804 -5.005
Cl -2.667 -16.757 -5.654
C -3.124 -14.183 -5.330
N -3.789 -13.270 -5.589
*
```

Its expectation value of S² is 0.755. Its relative energy (zero: lowest compared OMol25 entry of this formula, charge and spin) is 0.691 eV. The value obtained for the LUMO energy (alpha / beta) is -0.92 / -0.99 eV. As for the orbital gap (alpha / beta): 6.930 / 6.930 eV.

Record 3
C4H8FN | wB97M-V/def2-TZVPD

The geometry in ORCA input format:
```
! RIJCOSX wB97M-V def2-TZVPD def2/J DEFGRID3
* xyz 0 1
H -1.844 -1.019 1.187
N -1.887 -0.092 0.837
C -1.772 -0.028 -0.394
F -1.839 -1.012 -1.293
H -1.650 0.913 -0.864
C 0.842 0.340 -1.300
C 1.329 -0.251 -0.185
C 1.078 0.216 1.199
H 1.050 -0.180 -2.217
H 0.259 1.302 -1.276
H 1.843 -1.183 -0.436
H 1.791 0.071 2.029
H 0.774 1.249 1.007
H 0.026 -0.328 1.705
*
```

The SMILES is [H]/N=C\F.C=CC. Its relative energy (zero: lowest compared OMol25 entry of this formula, charge and spin) is 2.026 eV. The value obtained for the LUMO energy is 1.14 eV. As for the orbital gap: 10.669 eV.

Record 4
C28H46Br2F4NO12 | wB97M-V/def2-TZVPD

The geometry in ORCA input format:
```
! RIJCOSX wB97M-V def2-TZVPD def2/J DEFGRID3
* xyz 1 1
C -2.073 -5.641 4.572
C -1.264 -5.890 3.255
C -0.621 -4.627 2.655
C 0.484 -5.069 1.647
C 1.025 -3.842 0.864
C 2.066 -3.075 1.735
C 1.879 -1.523 1.710
C 2.250 -0.899 3.094
C 2.805 0.551 2.917
C 1.980 1.618 3.728
C 0.976 2.263 2.746
C 0.361 3.592 3.251
C -0.892 3.934 2.396
N -0.456 4.295 1.002
C -1.198 3.610 -0.108
Br -0.394 4.394 -1.721
C -0.987 2.060 -0.151
C -2.093 1.291 0.615
Br -1.112 1.493 -2.093
H -3.122 -5.910 4.388
H -2.000 -4.591 4.880
H -1.689 -6.295 5.365
H -1.934 -6.339 2.508
H -0.452 -6.592 3.497
H -0.133 -3.994 3.415
H -1.342 -3.999 2.105
H 1.288 -5.527 2.244
H 0.067 -5.842 0.984
H 0.169 -3.181 0.658
H 1.495 -4.164 -0.075
H 2.026 -3.384 2.791
H 3.058 -3.336 1.336
H 0.827 -1.343 1.440
H 2.507 -1.104 0.909
H 1.335 -0.920 3.699
H 3.061 -1.517 3.501
H 3.869 0.645 3.173
H 2.714 0.785 1.844
H 1.381 1.055 4.458
H 2.654 2.345 4.195
H 1.516 2.490 1.813
H 0.202 1.529 2.469
H 0.066 3.517 4.306
H 1.065 4.421 3.081
H -1.396 4.818 2.814
H -1.622 3.122 2.426
H -0.619 5.299 0.888
H 0.549 4.159 0.829
H -2.250 3.910 -0.118
H 0.027 1.768 0.136
H -2.717 0.687 -0.032
H -2.760 1.971 1.165
H -1.603 0.625 1.342
C 6.460 3.242 0.893
C 6.558 4.142 2.093
O 5.290 4.778 2.103
C 4.412 3.912 1.542
O 3.230 4.021 1.643
O 5.059 2.915 0.872
F 7.518 5.076 1.933
H 6.728 3.754 -0.034
H 7.069 2.347 0.988
H 6.712 3.621 3.040
C -4.732 -2.134 -3.446
C -3.768 -3.197 -2.989
O -2.634 -2.438 -2.602
C -3.106 -1.227 -2.197
O -2.475 -0.436 -1.566
O -4.383 -1.033 -2.603
F -3.420 -4.019 -4.007
H -4.579 -1.854 -4.490
H -5.772 -2.420 -3.308
H -4.116 -3.792 -2.143
C 4.801 2.704 -3.438
C 4.910 3.586 -2.221
O 3.658 4.233 -2.183
C 2.772 3.370 -2.754
O 1.592 3.462 -2.631
O 3.403 2.395 -3.444
F 5.886 4.518 -2.377
H 5.067 3.232 -4.356
H 5.402 1.801 -3.365
H 5.064 3.052 -1.283
C -6.913 -2.996 -6.428
C -6.698 -2.147 -7.655
O -7.726 -1.183 -7.549
C -7.978 -1.026 -6.217
O -8.582 -0.124 -5.748
O -7.434 -2.047 -5.490
F -6.880 -2.862 -8.788
H -7.648 -3.785 -6.592
H -5.991 -3.444 -6.061
H -5.729 -1.645 -7.694
*
```

Its relative energy (zero: lowest compared OMol25 entry of this formula, charge and spin) is 1.791 eV. The value obtained for the LUMO energy is -2.29 eV. As for the orbital gap: 8.602 eV.

Record 5
C2HN2O2S | wB97M-V/def2-TZVPD

The geometry in ORCA input format:
```
! RIJCOSX wB97M-V def2-TZVPD def2/J DEFGRID3
* xyz -1 1
C -1.091 0.567 0.513
C -1.359 -0.825 0.483
N 1.763 0.202 -1.564
N 1.881 0.011 -0.476
O 2.388 -0.301 0.513
O 0.046 1.100 0.610
S -1.579 -1.941 -0.687
H -2.050 1.186 0.608
*
```

Its relative energy (zero: lowest compared OMol25 entry of this formula, charge and spin) is 0.880 eV. The value obtained for the LUMO energy is 3.83 eV. As for the orbital gap: 6.232 eV.

Q: Which of these has the lowest relative energy (zero: lowest compared OMol25 entry of this formula, charge and spin)?
A: C35H23Cl3N7O3STi

Q: The highest relative energy (zero: lowest compared OMol25 entry of this formula, charge and spin) belongs to which entry?
A: C74H193N15O22